A molecular structure, C4H6CoO2 in a non-equilibrium geometry, computed with ωB97M-V/def2-TZVPD.

Structure (XYZ):
```
13
Properties=species:S:1:pos:R:3:forces:R:3
O 2.214395 -0.541153 -0.525772 0.56 -0.59 -1.13
C 1.968805 -0.611100 0.805024 -0.33 1.52 -1.07
H 1.330355 -0.823775 -0.933936 1.10 0.19 0.31
H 1.783805 0.425048 1.178980 0.71 -0.93 0.89
C 0.057829 -1.048952 0.419509 -0.01 -2.44 1.34
C -0.651059 -0.176115 1.173842 -0.29 -0.01 0.80
C -1.544843 0.869104 0.524082 -0.16 -0.21 0.26
O -1.912839 0.555384 -0.773123 -0.18 0.05 -0.35
Co -1.252246 -1.168564 -1.220884 0.48 0.57 0.53
H -0.533142 -0.065420 2.267128 0.00 -0.08 -0.36
H 1.089095 -1.839235 1.049619 -1.92 2.06 -0.84
H -1.014959 1.848601 0.579776 -0.09 -0.11 -0.21
H -2.434169 0.991156 1.185076 0.15 0.00 -0.18
```
Forces are in eV/Å.

## Properties
Kohn-Sham gap (spin up / spin down): 4.525 / 5.967 eV
max |F|: 2.94 eV Å⁻¹
charge: -1
energy above the lowest of the compared OMol25 structures with the same formula, charge and spin: 541.3 kJ/mol
<S²>: 6.488
multiplicity: 5